## P
Density functional theory data (ωB97M-V with the def2-TZVPD basis set) for a cluster of 2 separate species, C2H7NO2S in total.

XYZ file:
```
13
C2H7NO2S, DFT ωB97M-V with the def2-TZVPD basis set
N 2.32076 0.84588 -0.34127
C 1.07761 0.52030 -0.79000
O 0.49849 0.94047 -1.79830
C 0.32354 -0.44783 0.09112
S 0.88074 -0.42541 1.85802
H 2.60936 0.41746 0.54174
H 2.95918 1.47129 -0.83907
H -0.74970 -0.18022 0.13558
H 0.39248 -1.51782 -0.18425
H 0.40690 0.82742 2.02657
O -3.43205 -0.78507 0.14078
H -2.97719 -0.54067 -0.69685
H -4.31013 -1.12579 -0.14408
```

**LUMO level**: 0.6958 eV
**Highest occupied orbital energy**: -9.40 eV
**Spin multiplicity**: 1
**SMILES**: NC(=O)CS.O


## Q
Density functional theory data (ωB97M-V with the def2-TZVPD basis set) for an isolated molecule of C2H7NO2S.

XYZ file:
```
13
C2H7NO2S, DFT ωB97M-V with the def2-TZVPD basis set
C 0.10048 -0.80747 -0.22001
C -1.22374 -0.49843 0.44866
N -1.65068 0.94036 0.38588
O 2.71930 -0.56572 -0.83416
O 1.64690 1.36732 0.31266
S 1.88323 -0.30384 0.38664
H 0.37769 -1.91105 -0.27064
H 0.22380 -0.51374 -1.36107
H -2.00703 -1.23882 0.18484
H -0.99927 -0.63657 1.48774
H -0.79417 1.41966 0.76485
H 1.44724 1.56271 -0.65242
H -1.72376 1.18560 -0.63298
```

**LUMO level**: 0.6348 eV
**Highest occupied orbital energy**: -9.82 eV
**Spin multiplicity**: 1


P ends up most stable, edging out the next structure by 44.7 kcal/mol.


## P
Density functional theory data (ωB97M-V with the def2-TZVPD basis set) for a cluster of 2 separate species, C3H9NS in total.

XYZ file:
```
14
C3H9NS, DFT ωB97M-V with the def2-TZVPD basis set
C 0.91593 -2.14628 -4.00674
N 0.79092 -1.38141 -5.05358
H 0.85398 -3.21875 -4.13970
H 0.92663 -1.68444 -3.00682
H 0.77286 -0.45725 -4.86261
C -1.38347 1.50445 1.26313
S -1.02734 1.50729 3.11835
C 0.43370 0.53080 3.57727
H -0.57677 1.24859 0.48770
H -1.87698 2.31758 0.78338
H -2.16879 0.69851 1.14200
H 0.84137 0.98401 4.58952
H 0.29966 -0.63831 3.50588
H 1.19831 0.73520 2.60221
```

**LUMO level**: 0.6779 eV
**Highest occupied orbital energy**: -8.53 eV
**Spin multiplicity**: 1
**SMILES**: C=N.CSC


## Q
Density functional theory data (ωB97M-V with the def2-TZVPD basis set) for a cluster of 2 separate species, C3H9NS in total.

XYZ file:
```
14
C3H9NS, DFT ωB97M-V with the def2-TZVPD basis set
C -1.81518 -2.13567 0.85625
C -0.41350 -1.61865 0.67848
C -0.06004 -0.42105 1.11854
N 1.20451 0.16922 0.83135
H -2.40688 -1.45183 1.46045
H -2.31772 -2.25782 -0.10296
H -1.82703 -3.11214 1.34132
H 0.27800 -2.21209 0.09085
H -0.69243 0.17994 1.75838
H 1.88617 -0.53914 0.59922
H 1.54029 0.74459 1.59128
S 0.54803 1.93669 -1.65092
H 0.86093 1.10628 -0.54076
H -0.48020 1.23189 -2.13428
```

**LUMO level**: 0.9431 eV
**Highest occupied orbital energy**: -8.71 eV
**Spin multiplicity**: 1
**SMILES**: C/C=C/N.S


Q ends up most stable, edging out the next structure by 46.5 kcal/mol.


## P
Density functional theory data (ωB97M-V with the def2-TZVPD basis set) for an isolated molecule of C3H9NS.

XYZ file:
```
14
C3H9NS, DFT ωB97M-V with the def2-TZVPD basis set
N -1.96913 -1.05606 -0.38726
C -0.93536 -0.22104 0.14273
C 0.49532 -0.47295 -0.35234
C 1.50449 0.45565 0.33045
S 1.29701 2.19656 -0.18347
H -2.31177 -0.80873 -1.29909
H -1.62959 -1.99882 -0.32536
H -1.13736 0.83289 0.33604
H -0.86753 -0.40949 1.24174
H 0.67395 -1.53992 -0.23693
H 0.57106 -0.18548 -1.40029
H 2.52819 0.24217 0.05975
H 1.44903 0.40465 1.41681
H 0.33171 2.56057 0.65723
```

**LUMO level**: 0.9909 eV
**Highest occupied orbital energy**: -9.05 eV
**Spin multiplicity**: 1
**SMILES**: NCCCS


## Q
Density functional theory data (ωB97M-V with the def2-TZVPD basis set) for a cluster of 2 separate species, C3H9NS in total.

XYZ file:
```
14
C3H9NS, DFT ωB97M-V with the def2-TZVPD basis set
C -2.37255 1.89290 1.42979
N -3.52206 1.47138 1.09986
H -2.12537 2.26567 2.42750
H -1.65623 2.07276 0.63428
H -4.18666 1.77080 1.81864
C 0.91176 -0.74322 0.04470
C 1.43763 -1.21802 -1.30759
S 3.23812 -1.51058 -1.21889
H 1.59187 0.03511 0.40509
H 1.23171 -1.52574 0.75174
H -0.14794 -0.56846 0.17326
H 1.42460 -0.37061 -1.99570
H 0.79332 -1.99467 -1.71477
H 3.38182 -1.57732 -2.54793
```

**LUMO level**: 0.9556 eV
**Highest occupied orbital energy**: -9.07 eV
**Spin multiplicity**: 1
**SMILES**: C=N.CCS


P ends up most stable, edging out the next structure by 24.3 kcal/mol.